# 1
This record from OMol25 describes the molecule C22H29N5O3 in a non-equilibrium geometry. The level of theory is ωB97M-V/def2-TZVPD.

```
59
Properties=species:S:1:pos:R:3:nbo_charge:R:1
C 5.454 -3.148 -4.864 -0.61
C 4.380 -2.845 -5.902 -0.39
C 2.962 -3.072 -5.379 -0.40
C 2.572 -2.084 -4.279 -0.23
N 1.197 -2.264 -3.868 -0.60
C 0.849 -2.760 -2.663 0.69
O 1.658 -3.007 -1.793 -0.65
C -0.652 -2.989 -2.514 -0.50
C -1.066 -3.265 -1.060 -0.44
C -1.501 -2.014 -0.346 -0.08
C -2.798 -1.480 -0.570 0.26
C -3.795 -2.171 -1.448 -0.65
N -3.231 -0.376 -0.006 -0.44
C -2.419 0.259 0.819 0.49
N -2.604 1.363 1.511 -0.50
C -1.454 1.520 2.198 0.34
C -1.236 2.627 3.110 -0.06
C -2.263 3.555 3.290 -0.31
C -2.071 4.611 4.164 0.33
O -2.994 5.579 4.429 -0.50
C -4.238 5.506 3.773 -0.25
C -0.863 4.742 4.854 -0.35
C 0.153 3.816 4.670 0.31
O 1.361 3.863 5.297 -0.49
C 1.607 4.911 6.201 -0.25
C -0.036 2.750 3.791 -0.22
N -0.547 0.571 1.975 -0.32
N -1.140 -0.236 1.102 -0.17
C -0.661 -1.362 0.537 0.28
C 0.701 -1.795 0.949 -0.70
H 6.442 -3.062 -5.310 0.21
H 5.338 -4.160 -4.481 0.20
H 5.399 -2.456 -4.028 0.20
H 4.479 -1.810 -6.238 0.19
H 4.534 -3.490 -6.770 0.20
H 2.258 -2.968 -6.210 0.19
H 2.874 -4.088 -4.991 0.20
H 2.711 -1.056 -4.631 0.19
H 3.179 -2.242 -3.386 0.23
H 0.488 -2.125 -4.571 0.39
H -0.902 -3.850 -3.140 0.23
H -1.178 -2.118 -2.910 0.22
H -1.886 -3.984 -1.048 0.22
H -0.214 -3.712 -0.548 0.25
H -4.698 -1.570 -1.480 0.25
H -3.416 -2.307 -2.458 0.22
H -4.037 -3.152 -1.042 0.22
H -3.174 3.409 2.737 0.24
H -4.809 6.361 4.129 0.20
H -4.769 4.583 4.025 0.18
H -4.123 5.571 2.687 0.18
H -0.765 5.581 5.523 0.23
H 2.616 4.746 6.577 0.20
H 0.902 4.895 7.039 0.18
H 1.561 5.888 5.708 0.18
H 0.750 2.029 3.647 0.23
H 0.630 -2.638 1.637 0.24
H 1.192 -0.972 1.462 0.25
H 1.293 -2.108 0.092 0.27
```

Summary:
HOMO-LUMO gap = 0.3155 Eh
SMILES = CCCCNC(=O)CCc1c(C)nc2nc(-c3cc(OC)cc(OC)c3)nn2c1C



# 2
This record from OMol25 describes the molecule C22H29N5O3 in a non-equilibrium geometry. The level of theory is ωB97M-V/def2-TZVPD.

```
59
Properties=species:S:1:pos:R:3:nbo_charge:R:1
C -5.243 -2.455 -1.515 -0.62
C -4.413 -2.664 -0.252 -0.40
C -4.774 -1.725 0.909 -0.06
C -6.187 -1.957 1.440 -0.61
N -4.615 -0.335 0.528 -0.63
C -3.704 0.494 1.083 0.69
O -2.890 0.129 1.905 -0.63
C -3.770 1.915 0.547 -0.49
C -2.995 2.041 -0.779 -0.42
C -1.509 2.106 -0.555 -0.08
C -0.888 3.355 -0.275 0.26
C -1.664 4.634 -0.243 -0.65
N 0.397 3.483 -0.045 -0.44
C 1.148 2.399 -0.077 0.49
N 2.443 2.253 0.103 -0.49
C 2.656 0.934 -0.063 0.34
C 3.969 0.328 0.048 -0.05
C 4.104 -1.053 -0.106 -0.34
C 5.361 -1.623 0.002 0.41
O 5.627 -2.955 -0.126 -0.51
C 4.551 -3.825 -0.379 -0.25
C 6.477 -0.822 0.261 -0.38
C 6.335 0.549 0.413 0.33
O 7.361 1.406 0.666 -0.49
C 8.660 0.880 0.791 -0.25
C 5.070 1.127 0.306 -0.25
N 1.558 0.230 -0.343 -0.33
N 0.592 1.143 -0.353 -0.17
C -0.721 0.973 -0.592 0.28
C -1.166 -0.425 -0.857 -0.68
H -4.927 -3.158 -2.282 0.22
H -6.300 -2.620 -1.324 0.20
H -5.112 -1.449 -1.909 0.19
H -3.358 -2.523 -0.495 0.21
H -4.537 -3.691 0.094 0.21
H -4.055 -1.889 1.720 0.24
H -6.313 -2.998 1.726 0.22
H -6.363 -1.334 2.313 0.22
H -6.932 -1.710 0.686 0.20
H -5.294 0.036 -0.116 0.39
H -4.812 2.201 0.390 0.21
H -3.331 2.576 1.294 0.23
H -3.319 2.951 -1.287 0.22
H -3.244 1.195 -1.422 0.21
H -0.986 5.436 0.034 0.25
H -2.477 4.587 0.477 0.22
H -2.084 4.851 -1.224 0.22
H 3.219 -1.633 -0.302 0.23
H 3.814 -3.796 0.430 0.18
H 4.058 -3.589 -1.327 0.18
H 4.986 -4.822 -0.436 0.20
H 7.431 -1.316 0.335 0.23
H 8.986 0.390 -0.132 0.18
H 9.305 1.734 0.992 0.20
H 8.729 0.171 1.622 0.18
H 4.949 2.190 0.424 0.25
H -1.915 -0.467 -1.644 0.22
H -0.300 -1.018 -1.139 0.26
H -1.588 -0.843 0.056 0.26
```

Summary:
HOMO-LUMO gap = 0.3144 Eh
SMILES = CC[C@H](C)NC(=O)CCc1c(C)nc2nc(-c3cc(OC)cc(OC)c3)nn2c1C



# 3
This record from OMol25 describes a structure of composition C22H30As2ClN2Pt in a non-equilibrium geometry. The level of theory is ωB97M-V/def2-TZVPD.

```
58
Properties=species:S:1:pos:R:3:nbo_charge:R:1
Pt -0.187 -0.230 0.242 0.45
C -3.276 0.272 2.134 -0.95
As -2.071 1.071 0.867 1.06
C -1.812 2.853 1.536 -0.96
C -3.246 1.287 -0.650 -0.38
C -4.444 1.998 -0.594 -0.14
C -5.231 2.111 -1.728 -0.20
C -4.828 1.519 -2.923 -0.18
C -3.643 0.803 -2.982 -0.20
C -2.853 0.675 -1.840 -0.35
As -1.192 -0.335 -1.855 1.02
C -1.704 -2.007 -2.667 -0.96
C -0.289 0.549 -3.306 -0.97
H -3.490 -0.751 1.833 0.25
H -4.192 0.861 2.142 0.24
H -2.822 0.272 3.122 0.24
H -2.747 3.410 1.555 0.24
H -1.094 3.357 0.892 0.25
H -1.413 2.783 2.547 0.24
H -4.775 2.473 0.323 0.21
H -6.162 2.664 -1.690 0.23
H -5.445 1.616 -3.807 0.23
H -3.359 0.345 -3.922 0.22
H -2.260 -1.841 -3.588 0.24
H -2.321 -2.551 -1.955 0.25
H -0.800 -2.576 -2.879 0.24
H -0.926 0.536 -4.189 0.24
H 0.639 0.025 -3.532 0.24
H -0.085 1.579 -3.021 0.24
C 3.561 3.377 -1.635 -0.65
C 2.812 2.739 -0.512 0.20
C 2.787 3.011 0.836 -0.34
C 1.919 2.056 1.401 0.18
N 1.441 1.253 0.459 -0.36
N 1.986 1.694 -0.699 -0.34
C 1.565 1.875 2.839 -0.65
H 4.151 4.211 -1.261 0.25
H 2.888 3.769 -2.399 0.23
H 4.249 2.674 -2.106 0.24
H 3.339 3.791 1.334 0.24
H 1.798 1.170 -1.536 0.42
H 1.567 2.829 3.363 0.24
H 2.280 1.223 3.344 0.24
H 0.576 1.431 2.954 0.22
Cl -3.505 -3.746 3.512 0.03
C -2.108 -3.164 2.673 -0.02
C -1.870 -3.639 1.371 -0.25
C -0.780 -3.168 0.690 -0.14
C 0.099 -2.233 1.296 -0.15
C 1.252 -1.734 0.541 -0.57
C -0.169 -1.775 2.588 -0.22
C -1.285 -2.258 3.291 -0.21
H -2.547 -4.356 0.929 0.24
H -0.573 -3.504 -0.319 0.22
H 1.618 -2.318 -0.293 0.22
H 2.064 -1.288 1.107 0.22
H 0.522 -1.093 3.066 0.23
H -1.495 -1.939 4.302 0.23
```

Summary:
Net charge = +1
HOMO-LUMO gap = 0.2685 Eh



# 4
This record from OMol25 describes a structure of composition C22H30As2N6O8SSn in a non-equilibrium geometry. The level of theory is ωB97M-V/def2-TZVPD.

```
70
Properties=species:S:1:pos:R:3:nbo_charge:R:1
Sn 1.162 0.798 -1.608 1.31
C 4.856 -2.953 -5.003 -0.68
C 3.424 -2.937 -4.619 0.37
N 2.541 -3.830 -4.910 -0.21
N 1.387 -3.349 -4.345 -0.34
C 1.516 -2.189 -3.718 0.28
S 0.239 -1.351 -2.949 -0.28
N 2.826 -1.909 -3.889 -0.22
N 3.431 -0.774 -3.368 -0.62
H 5.059 -3.868 -5.554 0.28
H 5.504 -2.921 -4.125 0.25
H 5.097 -2.101 -5.643 0.25
H 0.539 -3.881 -4.426 0.44
H 3.873 -0.254 -4.115 0.39
H 4.136 -1.047 -2.698 0.39
N -2.913 4.882 -4.344 -0.73
C -2.148 3.969 -3.729 0.27
C -1.237 4.334 -2.716 -0.29
C -0.474 3.369 -2.125 0.06
N -0.544 2.060 -2.453 -0.67
C -1.413 1.706 -3.423 0.07
C -2.214 2.601 -4.070 -0.29
H -2.857 5.856 -4.108 0.42
H -3.559 4.618 -5.066 0.42
H -1.135 5.367 -2.407 0.24
H 0.239 3.638 -1.353 0.21
H -1.455 0.653 -3.675 0.23
H -2.896 2.259 -4.840 0.24
C -0.004 -4.780 4.194 -0.26
O -0.440 -3.453 3.784 -0.48
C 0.328 -2.829 2.919 0.77
O 1.304 -3.301 2.373 -0.59
C -0.067 -1.435 2.557 -0.45
C -0.725 -0.604 3.354 -0.31
As -1.241 1.329 3.107 1.01
C 0.139 1.974 4.368 -0.97
C -0.170 1.502 1.458 -0.31
C -0.282 0.484 0.568 -0.57
As 1.044 -1.105 0.924 1.07
C 2.518 -0.330 1.943 -0.97
C -1.672 -0.116 0.424 0.74
O -2.643 0.198 1.057 -0.58
O -1.694 -1.038 -0.541 -0.51
C -2.978 -1.674 -0.762 -0.26
C 0.941 2.496 1.184 0.75
O 1.872 2.176 0.476 -0.62
O 0.817 3.765 1.518 -0.47
C -0.365 4.387 2.088 -0.26
C -1.065 -1.029 4.777 0.76
O -0.200 -0.994 5.607 -0.54
O -2.325 -1.320 5.078 -0.47
C -3.337 -1.377 4.045 -0.26
H -0.799 -5.167 4.815 0.22
H 0.919 -4.699 4.758 0.21
H 0.150 -5.405 3.320 0.21
H 0.291 1.200 5.120 0.28
H -0.236 2.865 4.861 0.24
H 1.100 2.182 3.900 0.22
H 2.164 0.250 2.793 0.23
H 3.154 0.285 1.314 0.25
H 3.083 -1.186 2.310 0.27
H -2.811 -2.401 -1.547 0.21
H -3.713 -0.934 -1.066 0.21
H -3.314 -2.159 0.148 0.21
H -0.210 4.547 3.145 0.22
H -1.264 3.806 1.910 0.19
H -0.460 5.346 1.594 0.22
H -4.012 -2.178 4.320 0.22
H -2.902 -1.585 3.069 0.19
H -3.879 -0.437 4.017 0.20
```

Summary:
Net charge = +2
HOMO-LUMO gap = 0.2400 Eh



# 5
This record from OMol25 describes a cluster of 3 separate species, C22H30Cl2IO8P3 in total in a non-equilibrium geometry. The level of theory is ωB97M-V/def2-TZVPD.

```
66
Properties=species:S:1:pos:R:3:nbo_charge:R:1
C -3.364 -3.210 0.399 -0.62
C -4.928 -3.055 0.211 -0.42
C -5.212 -2.618 -1.287 -0.07
O -4.661 -1.296 -1.426 -0.54
C -4.221 -1.018 -2.744 -0.11
C -2.669 -1.068 -2.935 -0.02
C -1.737 -0.476 -2.145 -0.45
P -2.234 0.487 -0.608 0.98
O -2.081 2.139 -0.944 -0.96
I -0.505 -0.185 1.055 -0.15
C -0.199 -0.572 -2.449 0.56
O 0.560 0.326 -2.208 -0.50
C 0.238 -1.914 -3.130 -0.08
C 1.533 -2.479 -2.850 -0.18
C 1.872 -3.753 -3.485 0.01
Cl 3.457 -4.444 -3.072 0.03
C 0.939 -4.418 -4.416 -0.43
P 1.297 -6.036 -5.301 1.13
O 2.948 -6.319 -5.378 -0.98
Cl 0.582 -7.573 -4.044 -0.27
C -0.382 -3.801 -4.675 -0.20
P -1.569 -4.659 -5.856 1.44
O -1.760 -6.115 -5.511 -1.08
C -0.763 -2.545 -4.020 -0.16
C -2.126 -1.844 -4.190 0.55
O -2.787 -1.808 -5.200 -0.50
H -2.950 -4.034 -0.237 0.20
H -2.832 -2.261 0.113 0.21
H -3.114 -3.444 1.468 0.22
H -5.218 -2.174 0.852 0.22
H -5.501 -3.963 0.511 0.21
H -4.838 -3.363 -2.032 0.18
H -6.333 -2.508 -1.366 0.18
H -4.590 -0.020 -3.117 0.22
H -4.655 -1.774 -3.461 0.20
H -1.756 2.180 -1.867 0.49
H 2.229 -1.943 -2.160 0.27
H 3.458 -5.507 -5.547 0.50
H -1.134 -4.463 -7.211 -0.05
H -2.869 -4.067 -5.792 -0.03
C 0.038 4.929 2.123 -0.43
C 1.138 4.657 3.133 -0.43
C 0.349 4.145 4.324 -0.06
O -0.812 3.488 3.800 -0.54
C -0.934 3.797 2.406 -0.07
H 0.384 4.943 1.089 0.22
H -0.435 5.891 2.339 0.20
H 1.800 3.871 2.757 0.20
H 1.745 5.530 3.368 0.22
H 0.011 4.970 4.961 0.16
H 0.921 3.445 4.937 0.18
H -0.672 2.899 1.838 0.17
H -1.968 4.064 2.178 0.18
C 5.256 2.715 5.231 -0.43
C 6.127 3.906 4.883 -0.43
C 5.092 4.956 4.519 -0.07
O 3.923 4.674 5.300 -0.54
C 4.068 3.381 5.902 -0.07
H 5.748 1.981 5.869 0.22
H 4.933 2.211 4.315 0.20
H 6.689 4.226 5.766 0.20
H 6.838 3.712 4.080 0.22
H 4.814 4.889 3.461 0.16
H 5.434 5.972 4.726 0.18
H 4.248 3.527 6.973 0.17
H 3.143 2.814 5.779 0.18
```

Summary:
HOMO-LUMO gap = 0.2508 Eh
SMILES = CCCOCC1=C(P(O)I)C(=O)c2cc(Cl)c(P(O)Cl)c([PH2]=O)c2C1=O.C1CCOC1.C1CCOC1



# 6
This record from OMol25 describes a structure of composition C22H30Cl2N5O3SSbSe4V in a non-equilibrium geometry. The level of theory is ωB97M-V/def2-TZVPD.

```
69
Properties=species:S:1:pos:R:3:mulliken_spin:R:1
V -0.004 -0.686 -0.155 0.69
O 3.498 1.874 1.193 0.00
C 4.444 1.127 0.579 0.01
C 5.767 1.553 0.631 -0.01
C 6.757 0.817 0.006 0.01
C 6.437 -0.343 -0.689 -0.01
C 5.128 -0.780 -0.734 0.01
C 4.120 -0.073 -0.074 0.00
C 2.754 -0.608 -0.043 0.05
O 1.752 0.108 0.402 -0.01
N 2.559 -1.855 -0.413 -0.03
N 1.234 -2.111 -0.312 0.12
C 0.753 -3.357 -0.236 -0.04
C -0.519 -3.442 0.326 0.11
C -1.276 -4.636 0.455 -0.03
C -2.401 -4.638 1.226 0.04
C -2.803 -3.440 1.869 0.04
C -2.084 -2.297 1.623 0.00
N -0.982 -2.250 0.864 0.05
H 2.639 1.439 0.978 0.00
H 5.992 2.478 1.148 0.00
H 7.781 1.166 0.053 0.00
H 7.206 -0.898 -1.210 0.00
H 4.847 -1.673 -1.273 0.00
H 1.365 -4.215 -0.484 0.01
H -0.932 -5.522 -0.063 0.00
H -2.984 -5.542 1.353 0.01
H -3.667 -3.409 2.519 0.00
H -2.393 -1.355 2.063 0.01
Se 2.183 2.582 -4.891 -0.01
Sb 0.742 0.616 -4.667 -0.01
Se 0.395 0.106 -2.094 -0.03
Se -1.112 1.607 -2.683 0.00
Se 1.843 -0.780 -6.449 -0.01
Cl -1.471 -4.014 -5.795 0.00
C -0.748 -2.736 -4.801 0.00
Cl -1.087 -3.028 -3.062 0.01
H -1.187 -1.788 -5.093 0.00
H 0.325 -2.731 -4.971 0.00
C 0.627 2.485 2.467 0.00
C 0.043 3.673 3.274 0.00
N -1.326 3.946 2.832 0.00
C -2.163 2.798 3.175 0.00
C -1.539 1.498 2.605 0.00
N -0.437 1.830 1.698 -0.01
C -0.928 2.778 0.689 0.02
C -1.314 4.112 1.373 0.00
H 1.091 1.745 3.124 0.00
H 1.381 2.834 1.764 0.00
H 0.633 4.580 3.123 0.00
H 0.010 3.458 4.346 0.00
H -3.160 2.975 2.763 0.00
H -2.249 2.749 4.265 0.00
H -2.278 0.919 2.050 0.00
H -1.136 0.870 3.405 0.00
H -1.794 2.331 0.209 0.00
H -0.156 2.922 -0.067 0.00
H -2.307 4.444 1.061 0.00
H -0.601 4.904 1.135 0.00
C -4.145 0.718 -1.543 0.00
S -2.662 -0.332 -1.519 0.00
C -3.655 -1.842 -1.169 0.00
O -2.030 -0.001 -0.185 0.01
H -4.836 0.339 -2.294 0.00
H -3.839 1.732 -1.784 0.00
H -4.580 0.677 -0.544 0.00
H -4.250 -2.036 -2.062 0.00
H -4.287 -1.691 -0.293 0.00
H -2.983 -2.678 -0.995 0.00
```

Summary:
Net charge = -2
2S+1 = 2
HOMO-LUMO gap (alpha / beta) = 0.1481 / 0.1481 Eh



# 7
This record from OMol25 describes a structure of composition C22H30ErO2Si in a non-equilibrium geometry. The level of theory is ωB97M-V/def2-TZVPD.

```
56
Properties=species:S:1:pos:R:3:mulliken_spin:R:1
C 0.786 2.348 1.750 -0.01
C -0.215 2.593 0.760 0.00
C -1.489 2.416 1.371 -0.01
H -0.041 2.970 -0.244 0.00
C -1.292 2.045 2.735 0.00
C 0.122 2.012 2.976 -0.02
H 0.599 1.888 3.948 0.00
H 1.858 2.516 1.639 0.00
H -2.444 2.634 0.899 0.00
H -2.052 1.865 3.486 0.00
Er -0.380 0.160 1.521 3.10
C -1.469 -2.232 -3.029 -0.01
H -2.246 -2.018 -2.272 0.00
H -2.002 -2.095 -3.969 0.00
H -0.483 -1.628 -3.170 0.00
Si -0.488 -0.992 -1.671 -0.04
C 1.351 -0.691 -1.861 0.00
C 2.045 0.534 -1.774 -0.01
H 1.570 1.420 -1.333 0.00
C 3.339 0.657 -2.294 0.00
H 3.861 1.625 -2.234 0.00
C 3.950 -0.452 -2.900 0.00
H 4.959 -0.365 -3.291 0.00
C 3.296 -1.691 -2.946 0.00
H 3.761 -2.569 -3.415 0.00
C 2.027 -1.812 -2.386 -0.01
H 1.517 -2.780 -2.416 0.00
C -1.516 0.515 -2.050 0.01
C -1.105 1.128 -3.253 0.00
H -0.151 0.857 -3.716 0.00
C -1.898 2.097 -3.871 0.00
H -1.530 2.590 -4.774 0.00
C -3.122 2.448 -3.294 0.00
H -3.741 3.205 -3.772 0.00
C -3.530 1.874 -2.088 0.00
H -4.435 2.214 -1.570 0.00
C -2.761 0.872 -1.494 -0.01
H -3.115 0.380 -0.583 -0.01
H -0.726 -1.891 -0.491 0.00
H -1.155 -3.272 -2.874 0.00
C -1.453 -0.973 4.499 0.00
O -1.123 -1.209 3.097 -0.01
C -0.324 -2.436 2.845 0.00
C 1.176 -2.125 2.744 0.00
O 1.394 -0.694 2.440 0.00
C 2.577 -0.135 3.032 0.00
H -0.751 -0.259 4.941 0.00
H -1.393 -1.916 5.048 0.00
H -2.462 -0.569 4.528 0.00
H -0.467 -3.130 3.680 0.00
H -0.735 -2.884 1.928 0.00
H 1.648 -2.383 3.703 0.00
H 1.649 -2.718 1.947 0.00
H 2.947 0.625 2.344 0.00
H 2.345 0.343 3.990 0.00
H 3.318 -0.913 3.184 0.00
```

Summary:
Net charge = +1
2S+1 = 4
HOMO-LUMO gap (alpha / beta) = 0.1616 / 0.1579 Eh